Molecular formula: C32H16N8Re
Method: DFT, wB97M-V/def2-TZVPD

Results
Lowest unoccupied orbital energy (alpha / beta), eV: -8.327 / -7.988
Gap between HOMO and LUMO (alpha / beta), eV: 5.189 / 5.654
Charge: +2
Electronic energy, Eh: -1744.90345
2S+1: 2
⟨S²⟩: 0.786
HOMO level (alpha / beta), eV: -13.52 / -13.64

Atoms and positions in Å:
Re  -0.091507  0.041675  -0.944137
C  0.532288  6.292868  -2.032385
C  -0.856746  6.292274  -1.940245
C  -1.556285  5.168513  -1.502153
C  -0.807716  4.056962  -1.174673
C  -1.202577  2.745879  -0.674125
N  -0.060898  1.974966  -0.486470
C  1.045495  2.746287  -0.824465
N  2.290345  2.376929  -0.702970
C  2.695320  1.138565  -0.592793
C  3.996718  0.711355  -0.085172
C  5.090290  1.423087  0.355234
C  6.200155  0.681210  0.767893
C  6.198141  -0.707808  0.730307
C  5.086166  -1.423105  0.278318
C  3.994710  -0.685423  -0.122957
C  2.691998  -1.080419  -0.652641
N  2.282015  -2.308903  -0.829870
C  1.035856  -2.666659  -0.971604
N  -0.067317  -1.912734  -0.587258
C  -1.212200  -2.666590  -0.819232
N  -2.427896  -2.308907  -0.510935
C  -2.810158  -1.080479  -0.280393
N  -2.121563  0.039478  -0.687924
C  -2.806178  1.138387  -0.222649
N  -2.419976  2.376710  -0.387168
C  -4.027496  0.711387  0.455556
C  -5.051212  1.423225  1.040105
C  -6.093963  0.681377  1.601110
C  -6.096062  -0.707784  1.565527
C  -5.055512  -1.423085  0.967228
C  -4.029682  -0.685327  0.419698
C  -0.822657  -3.948235  -1.394775
C  -1.575582  -5.036232  -1.785221
C  -0.880560  -6.135361  -2.288402
C  0.508283  -6.135567  -2.382218
C  1.265201  -5.036707  -1.977258
C  0.572166  -3.948303  -1.489110
N  1.954622  0.039794  -0.962642
C  0.587124  4.057375  -1.267354
C  1.284729  5.169781  -1.690676
H  1.037140  7.185830  -2.374662
H  -1.403059  7.184845  -2.212722
H  -2.634362  5.168966  -1.420391
H  5.093320  2.504044  0.377889
H  7.080858  1.197941  1.123815
H  7.077288  -1.245596  1.057715
H  5.086119  -2.503713  0.242706
H  -5.051523  2.504197  1.061826
H  -6.918237  1.198159  2.073141
H  -6.921840  -1.245595  2.010674
H  -5.059219  -2.503748  0.933638
H  -2.653575  -5.037622  -1.702279
H  -1.430420  -7.008743  -2.611280
H  1.009529  -7.009002  -2.776261
H  2.344500  -5.038809  -2.040417
H  2.364103  5.171488  -1.752489

Cartesian forces (eV/Å) of the 6 atoms listed first:
Re 0.005 0.006 -0.018
C 0.009 -0.005 0.001
C -0.007 -0.004 0.001
C 0.008 0.004 0.000
C 0.009 -0.013 0.004
C -0.009 0.018 -0.009

Molecular formula: C4H4N2O2
Method: DFT, wB97M-V/def2-TZVPD

Results
Lowest unoccupied orbital energy, eV: 0.427
Gap between HOMO and LUMO, eV: 9.012
Charge: 0
Electronic energy, Eh: -414.71105
HOMO level, eV: -8.58

Atoms and positions in Å:
C  -1.127550  -0.329266  -1.107890
C  1.115448  0.257505  0.923269
C  2.141681  -0.405221  1.356230
O  -1.483835  -0.957315  0.026770
N  0.196091  1.074574  0.766779
N  -1.224054  1.116014  -0.955474
C  -0.454904  1.764346  -0.068037
O  -1.117169  -0.853076  -2.187913
H  -1.635662  -1.894604  -0.164609
H  -1.535366  1.627657  -1.769609
H  2.186153  -1.478374  1.283171
H  2.939166  0.077759  1.897312

Cartesian forces (eV/Å) of the 6 atoms listed first:
C -2.871 0.419 -0.962
C -1.284 1.524 0.506
C 0.329 -0.399 0.262
O 0.570 0.216 0.168
N 1.833 -2.544 0.812
N 1.175 -1.416 0.538

Molecular formula: H25O13
Method: DFT, wB97M-V/def2-TZVPD

Results
Lowest unoccupied orbital energy, eV: 2.916
Gap between HOMO and LUMO, eV: 8.700
Charge: -1
Electronic energy, Eh: -993.15988
HOMO level, eV: -5.78

Atoms and positions in Å:
O  1.706712  -0.865102  -2.804231
H  1.931967  -1.443662  -2.056431
H  3.449414  -0.342540  -0.081746
O  0.123384  2.242025  1.894862
H  0.926057  2.675475  2.188433
H  -0.389231  2.834334  1.345944
O  -1.052647  0.347885  -1.386544
H  -1.003479  0.571645  0.628596
O  1.484516  0.139511  3.222171
H  0.999769  0.897731  2.874288
H  1.276579  -0.531784  2.560614
O  2.969053  0.209264  -0.704696
H  -3.724737  1.602840  -0.861934
H  2.082111  0.245232  -0.369368
O  -0.947039  -2.232374  -1.545533
H  -1.002081  -1.273084  -1.202348
H  -1.857017  -2.535989  -1.490603
O  0.971124  1.867532  -3.208653
H  0.105991  2.169659  -3.494225
H  -0.254055  0.571572  -1.856934
O  -1.140544  -0.055877  1.358991
H  -1.319311  0.452505  2.151736
H  -2.318237  1.124410  -0.581077
O  -2.962523  1.834632  -0.326792
H  0.756865  -0.773550  -2.925525
H  0.940772  0.923712  -3.078399
O  1.494086  -2.197632  -0.348729
H  1.416616  -2.932114  0.264253
H  0.795440  -2.302105  -1.011010
O  -3.514972  -1.120473  2.183400
H  -3.642029  -1.906764  1.651480
H  -2.965201  -0.575926  1.584377
O  2.193858  2.713115  0.157434
H  2.980908  2.236377  -0.138332
H  1.543080  2.357649  -0.455041
O  -0.507132  -2.646390  2.040367
H  -0.379304  -1.793025  2.457891
H  -1.168762  -2.488714  1.363313

Cartesian forces (eV/Å) of the 6 atoms listed first:
O 0.288 0.163 -0.907
H -0.374 0.519 -0.165
H -0.177 -0.106 0.073
O -0.353 -0.301 0.799
H 0.141 0.555 -0.603
H 0.092 0.338 -0.153

Molecular formula: C5H8O
Method: DFT, wB97M-V/def2-TZVPD

Results
Lowest unoccupied orbital energy, eV: 0.263
Gap between HOMO and LUMO, eV: 7.754
Charge: 0
Electronic energy, Eh: -270.40181
HOMO level, eV: -7.49

Atoms and positions in Å:
C  -1.251639  0.474542  1.008304
C  -0.488728  -0.624738  0.276691
C  -0.033745  -0.406981  -1.133979
C  0.794621  0.740653  -1.182269
O  1.824027  0.246697  0.288820
C  0.983377  -0.724241  0.466032
H  -0.682503  1.408306  1.046628
H  -1.463865  0.178272  2.041400
H  -2.202508  0.669295  0.500888
H  -0.956220  -1.600570  0.425721
H  0.045987  -1.210057  -1.854961
H  0.473596  1.705791  -0.793654
H  1.562910  0.806098  -1.949929
H  1.394690  -1.663068  0.860309

Cartesian forces (eV/Å) of the 6 atoms listed first:
C 0.039 0.071 0.021
C 0.013 -0.043 0.024
C -0.093 0.040 -0.253
C -0.029 0.175 -0.115
O -0.153 -0.142 -0.124
C 0.151 -0.174 0.313

Molecular formula: C22H39BBeBrF5MgNO13S2
Method: DFT, wB97M-V/def2-TZVPD

Results
Lowest unoccupied orbital energy, eV: -7.432
Gap between HOMO and LUMO, eV: 2.644
Charge: +1
Electronic energy, Eh: -6003.46305
HOMO level, eV: -10.08

Atoms and positions in Å:
O  -2.258912  0.599808  0.472594
S  -2.638646  -0.326424  -0.704326
O  -2.198216  0.415221  -1.957771
O  -4.299915  -0.466875  -0.616889
C  -4.715314  -1.759083  -1.186739
C  -4.223021  -2.966799  -0.206040
C  -2.685705  -3.254752  -0.633391
C  -1.741492  -1.943316  -0.453985
S  -1.152958  -1.989797  1.348697
C  -0.441612  -2.155240  -1.392503
F  0.684604  -1.262030  -1.110477
F  0.034879  -3.452600  -1.109494
F  -0.702626  -2.123400  -2.755780
H  -4.182356  -1.963027  -2.189546
H  -5.825384  -1.821309  -1.408289
H  -4.326185  -2.579510  0.854640
H  -4.812816  -3.924378  -0.399572
H  -2.274671  -4.050440  0.084275
H  -2.661012  -3.684437  -1.684327
H  -2.333158  -1.613314  2.053159
Be  -1.916849  -0.412306  -4.072657
C  -4.231837  -0.530853  4.334440
O  -3.266517  -0.531006  3.281570
H  -4.250441  -1.518141  4.794309
H  -3.955941  0.211962  5.084620
H  -5.219060  -0.302795  3.928413
H  -3.268642  0.352742  2.890737
C  -5.861833  -5.252152  3.700700
C  -6.407411  -4.574982  2.473380
O  -5.794386  -3.673754  1.919647
C  -7.736560  -5.049612  1.953908
H  -4.898682  -4.808722  3.961590
H  -6.548894  -5.113842  4.537723
H  -5.715539  -6.316072  3.504154
H  -8.506450  -4.902310  2.713732
H  -7.673323  -6.104625  1.680022
H  -8.005954  -4.473092  1.066598
C  2.802837  0.295528  3.977073
C  3.403166  -0.185130  2.663876
C  2.731873  -1.452291  2.136137
C  2.884449  -2.572576  3.118851
N  3.003895  -3.449936  3.888317
H  2.936046  -0.438341  4.776046
H  3.290652  1.217520  4.297989
H  1.729249  0.496836  3.869078
H  4.472891  -0.361821  2.804968
H  3.305146  0.609289  1.915541
H  3.183365  -1.750057  1.185265
H  1.663582  -1.267012  1.968311
B  3.990314  5.214014  5.574917
O  5.309753  5.646913  5.079491
C  5.768292  4.690884  4.278410
O  6.828257  4.729358  3.703260
C  4.787565  3.598749  4.208732
O  4.895991  2.578060  3.565891
O  3.738835  3.892694  4.965147
F  2.981503  6.140503  5.168435
F  4.009130  5.101573  6.997199
C  5.849476  2.359517  -2.453866
C  5.835254  3.858466  -2.689092
O  6.162134  4.572829  -1.493466
C  7.465003  4.581137  -1.162992
O  8.357190  4.054892  -1.783074
O  7.598665  5.252228  -0.012526
C  8.928438  5.248936  0.507832
H  5.198597  2.096646  -1.615252
H  5.514610  1.825640  -3.346006
H  6.851476  2.007342  -2.200617
H  4.827785  4.170344  -2.973511
H  6.504459  4.145967  -3.504435
H  9.645297  5.606260  -0.234457
H  9.191818  4.245613  0.847020
H  8.955076  5.922360  1.364244
C  -2.669100  0.122227  -7.303568
C  -3.512580  -0.594847  -8.387618
C  -4.531246  0.406539  -8.969330
O  -4.178956  -1.570791  -7.798317
H  -3.288149  0.505784  -6.485774
H  -1.920255  -0.553593  -6.875464
H  -2.133106  0.974064  -7.735781
H  -2.814144  -0.831338  -9.206242
H  -5.208343  0.803450  -8.206705
H  -5.138527  -0.056452  -9.751301
H  -4.011357  1.258697  -9.419566
Mg  -0.027124  -0.064065  0.330663
Br  0.843687  0.238630  -4.340894

Cartesian forces (eV/Å) of the 6 atoms listed first:
O 0.228 -3.071 -2.491
S -1.388 5.935 -0.343
O -0.876 -3.216 2.098
O 3.478 -0.786 -0.327
C 0.141 -3.328 -0.810
C 0.804 1.514 -1.397

Molecular formula: C4H8O3
Method: DFT, wB97M-V/def2-TZVPD

Results
Lowest unoccupied orbital energy, eV: 0.835
Gap between HOMO and LUMO, eV: 11.256
Charge: 0
Electronic energy, Eh: -382.93429
SMILES: COC(=O)[C@@H](C)O
HOMO level, eV: -10.42

Atoms and positions in Å:
C  -1.641692  -0.516958  1.828824
O  -0.638822  0.297348  1.228136
C  -0.562914  0.264085  -0.104174
O  -1.409052  -0.191327  -0.840033
C  0.777377  0.783553  -0.583997
C  1.665817  -0.430441  -0.869128
O  0.611301  1.596666  -1.717981
H  -2.639676  -0.271036  1.464164
H  -1.559533  -0.329679  2.898810
H  -1.421519  -1.563572  1.604922
H  1.214849  1.398970  0.205981
H  1.770616  -1.069525  0.015347
H  2.657383  -0.095329  -1.182921
H  1.223270  -1.027750  -1.674107
H  -0.047405  1.154993  -2.273844

Cartesian forces (eV/Å) of the 6 atoms listed first:
C -0.205 -0.175 0.143
O 0.182 -0.026 -0.074
C -0.155 -0.176 -0.223
O 0.319 0.230 0.373
C 0.107 -0.020 0.168
C 0.040 -0.062 -0.024

> What is the electronic energy in the second record?

-414.71105 Eh